*P*
ORCA calculation (ωB97M-V/def2-TZVPD) on a molecular structure, C9H20Cl2CuF2N2O4S2.

Properties
Net charge   -2
HOMO (spin up / spin down)   1.849 / -3.162 eV
Multiplicity   2
HOMO-LUMO gap (spin up / spin down)   2.783 / 7.741 eV
Expectation value of S²   0.750

Geometry (Å):
Cu: 3.59 -0.69 -0.61
C: -3.03 3.79 0.47
C: -3.43 2.33 0.71
C: -2.44 1.32 0.27
C: -1.65 0.87 1.47
N: -1.02 -0.48 0.97
C: -0.25 -0.98 2.27
C: -0.30 -2.49 2.38
C: -1.48 -2.97 1.48
C: -2.02 -1.69 0.81
C: -0.03 -0.49 -0.22
H: -2.90 4.10 -0.57
H: -2.26 4.18 1.14
H: -3.86 4.48 0.63
H: -4.34 2.11 0.14
H: -3.70 2.36 1.77
H: -1.79 1.58 -0.57
H: -3.08 0.51 -0.08
H: -2.28 0.60 2.31
H: -0.96 1.65 1.79
H: 0.78 -0.65 2.37
H: -0.66 -0.53 3.17
H: 0.62 -3.01 2.11
H: -0.43 -2.75 3.43
H: -0.98 -3.62 0.77
H: -2.28 -3.51 1.99
H: -2.44 -1.85 -0.18
H: -2.81 -1.45 1.53
H: -0.47 -0.05 -1.11
H: 0.20 -1.56 -0.26
H: 0.91 -0.08 0.14
Cl: 3.42 0.51 1.86
Cl: 2.79 -3.20 -0.32
N: 4.20 -0.05 -2.54
S: 5.21 -0.54 -3.54
O: 5.86 0.45 -4.37
O: 4.87 -1.82 -4.13
F: 6.41 -0.87 -2.46
S: 3.42 0.93 -3.67
O: 2.97 0.25 -4.89
O: 3.64 2.36 -3.68
F: 2.02 0.96 -2.79


*Q*
ORCA calculation (ωB97M-V/def2-TZVPD) on a molecular structure, C9H20Cl2CuF2N2O4S2.

Properties
Net charge   -2
HOMO (spin up / spin down)   1.643 / -2.962 eV
Multiplicity   2
HOMO-LUMO gap (spin up / spin down)   2.874 / 7.441 eV
Expectation value of S²   0.750

Geometry (Å):
Cu: -3.34 2.28 0.10
C: -3.09 -1.01 -1.84
C: -1.66 -1.18 -2.39
C: -0.64 -0.67 -1.39
C: 0.86 -1.01 -1.70
N: 1.78 -0.27 -0.72
C: 1.58 -0.68 0.75
C: 3.01 -0.62 1.43
C: 3.89 -1.06 0.28
C: 3.13 -0.99 -1.01
C: 1.82 1.28 -0.74
H: -3.39 -0.04 -1.46
H: -3.36 -1.73 -1.06
H: -3.68 -1.29 -2.72
H: -1.52 -0.72 -3.37
H: -1.47 -2.24 -2.59
H: -0.78 -1.13 -0.42
H: -0.85 0.39 -1.22
H: 1.27 -0.58 -2.62
H: 0.97 -2.09 -1.61
H: 0.86 -0.08 1.30
H: 1.40 -1.75 0.87
H: 3.19 0.40 1.77
H: 3.09 -1.27 2.30
H: 4.76 -0.40 0.21
H: 4.30 -2.05 0.44
H: 3.71 -0.24 -1.55
H: 3.11 -1.92 -1.58
H: 2.71 1.61 -0.21
H: 0.91 1.80 -0.45
H: 1.91 1.56 -1.79
Cl: -1.86 3.05 -2.03
Cl: -5.66 3.65 0.01
N: -2.31 1.36 1.88
S: -1.45 2.08 2.90
O: -0.03 1.86 2.81
O: -2.07 2.49 4.14
F: -1.52 3.50 2.17
S: -2.32 -0.14 2.78
O: -3.44 -0.26 3.73
O: -1.06 -0.84 3.07
F: -2.78 -1.02 1.54


Most stable to least stable, the ends of the list are *Q* and *P*.


*P*
ORCA calculation (ωB97M-V/def2-TZVPD) on 2 unconnected molecules or ions with the total composition C5H14NO.

Properties
Net charge   -1
HOMO   -2.668 eV
HOMO-LUMO gap   7.037 eV

Geometry (Å):
N: 1.84 -0.22 2.13
C: 0.60 0.66 2.17
O: -0.48 0.06 1.60
H: 2.45 -0.07 2.91
H: 1.44 -1.16 2.17
H: 0.41 0.92 3.26
H: 0.86 1.60 1.60
C: 0.99 0.99 -1.46
C: -0.43 0.64 -1.25
C: -0.64 -0.87 -1.24
C: -2.02 -1.29 -0.67
H: 1.59 0.74 -0.54
H: 1.18 2.06 -1.62
H: 1.40 0.51 -2.38
H: -1.11 1.07 -2.02
H: -0.66 1.05 -0.23
H: 0.19 -1.29 -0.55
H: -0.45 -1.29 -2.25
H: -2.05 -1.08 0.42
H: -2.24 -2.33 -0.92
H: -2.88 -0.73 -1.13


*Q*
ORCA calculation (ωB97M-V/def2-TZVPD) on 2 unconnected molecules or ions with the total composition C5H14NO.

Properties
Net charge   -1
HOMO   -2.812 eV
HOMO-LUMO gap   6.703 eV

Geometry (Å):
N: -2.01 2.70 -1.33
C: -0.99 2.41 -0.26
O: -0.41 1.19 -0.30
H: -1.56 2.46 -2.21
H: -2.67 1.97 -1.19
H: -0.29 3.28 -0.43
H: -1.58 2.63 0.65
C: 0.60 -2.71 1.31
C: 0.59 -1.38 0.62
C: 1.85 -0.59 0.92
C: 0.35 -1.55 -0.88
H: -0.37 -3.22 1.18
H: 1.40 -3.36 0.92
H: 0.67 -2.65 2.42
H: -0.22 -0.76 1.03
H: 1.86 0.35 0.31
H: 2.82 -1.06 0.58
H: 1.98 -0.36 2.02
H: -0.62 -2.07 -1.11
H: 0.30 -0.55 -1.35
H: 1.13 -2.14 -1.42


Most stable to least stable, the ends of the list are *Q* and *P*.